1.
Density functional theory data (ωB97M-V with the def2-TZVPD basis set) for a molecular structure, C30H2AuCl3F20GeOSSe at a distorted geometry.

Geometry (Å):
C 2.47537 -2.50355 -1.06311
C 0.75550 1.37841 6.91953
Ge -0.39063 0.65882 -1.63520
C 1.11275 -0.62713 -1.76256
C -1.76778 1.13612 -5.68086
H 1.47082 1.14542 7.69758
C -0.45113 -3.01653 2.22141
F -2.57896 -2.00959 2.19910
F -3.68417 -4.23254 1.12114
C -1.21434 1.40287 -4.44399
F 3.47790 4.30302 -0.99832
Au -0.73919 0.66748 1.70754
F 3.99500 -0.99239 -3.95922
F -0.67058 2.61301 -4.27312
Cl 2.61676 0.43398 5.22497
F 1.74261 6.34419 -1.38002
Cl -2.21744 2.28949 3.68617
F 2.68358 -3.51833 -0.21990
F -1.67256 -1.76518 -2.81375
F 0.53614 -1.97790 0.09647
C 0.18994 1.43016 4.53595
C -2.31835 -0.10635 -5.92800
F 4.43225 -3.03933 -2.23717
F -2.80572 -2.28568 -5.19693
F -0.89547 5.85393 -1.72211
F 1.85638 0.59293 -3.64301
C 1.37105 -1.68718 -0.91718
C -2.29364 -1.08056 -4.94962
C -0.23161 -5.26683 1.39200
C 1.30011 5.09465 -1.37729
Se 0.31357 -1.49913 3.03083
C 1.71164 2.75255 -1.19383
F 0.50750 -6.33451 1.13001
S -1.96080 0.24878 -0.17773
C 0.37567 2.45771 -1.41615
C -0.04692 4.84087 -1.55788
C -0.48311 3.53555 -1.57262
C -1.58951 -5.28435 1.11475
H -2.36706 2.60090 6.48618
C -2.38712 -4.18404 1.38467
F 2.60623 1.78386 -0.96225
C -1.18275 0.45712 -3.43353
C -1.39456 2.19428 6.24267
C 2.02333 -0.43103 -2.79233
C 2.18353 4.05117 -1.18720
F -1.77043 2.06218 -6.63847
C -1.81438 -3.05804 1.93054
F 1.62406 -4.12059 2.22045
F -2.85876 -0.36817 -7.11099
F -1.78757 3.30951 -1.77138
C -0.47502 1.92421 7.23533
C -1.72371 -0.78519 -3.72945
C 3.36357 -2.26663 -2.09065
C 0.32699 -4.13656 1.94193
C -1.05935 1.94209 4.92668
F -2.13136 -6.36576 0.59200
C 3.13800 -1.22347 -2.96833
Cl -0.86250 2.27892 8.88582
C 1.07101 1.12477 5.59875
O 0.56523 1.25758 3.28164

* LUMO energy (spin up / spin down): -0.0097 / -0.1466 hartree
* ⟨S²⟩: 2.019
* HOMO level (spin up / spin down): -8.6 / -8.4 eV
* F_max: 0.020 hartree/bohr
* spin multiplicity: 3
* total charge: 0


2.
Density functional theory data (ωB97M-V with the def2-TZVPD basis set) for a molecular structure, C4H6Cl2N3O2P at a distorted geometry.

Geometry (Å):
H -0.10590 1.16371 2.65202
N 1.25831 -2.71936 -0.16563
C -1.62124 -1.99366 -0.34657
C 0.73617 0.51546 2.29600
H -0.16743 -0.92652 -2.88109
C -0.33507 0.02168 0.15247
H 1.17120 0.06307 3.21048
P 0.89993 -2.03071 1.07829
O -0.57572 1.19346 -0.01605
Cl -1.71867 -2.26398 1.47842
Cl 1.60956 -2.45255 2.97356
H -1.85826 -1.06370 -2.53443
H -1.05210 0.44821 -2.29396
N -0.83115 -0.98834 -0.72778
N 0.44757 -0.40530 1.17846
H 1.55845 1.11140 1.99252
C -0.96378 -0.66471 -2.17384
O -2.18993 -2.84959 -0.97624

* LUMO energy: -0.0220 hartree
* HOMO level: -9.7 eV
* F_max: 0.062 hartree/bohr
* total charge: 0


3.
Density functional theory data (ωB97M-V with the def2-TZVPD basis set) for 2 unconnected molecules or ions with the total composition C30H30N3O at a distorted geometry.

Geometry (Å):
C -7.94126 9.38462 0.30589
H -2.87848 4.56487 6.08816
H -5.91572 13.38786 0.15994
H -3.24426 10.18765 5.64339
H -4.60964 14.32836 4.61848
H -3.75336 12.32729 4.33480
H -5.67424 6.15607 0.50375
C -5.17570 10.22809 6.66593
H -8.66394 8.53705 2.15336
C -6.54030 8.26200 1.94868
H -9.59404 14.06830 2.33512
C -3.23890 3.57598 2.19833
C -5.56787 9.41116 0.02552
C -6.44863 13.55748 1.09941
C -4.39651 11.91149 5.12116
C -6.58334 12.07042 6.03635
C -7.03787 10.06990 -1.95694
H -7.45802 12.72270 6.12981
C -5.36373 6.29148 3.34316
H -6.23735 8.04045 4.01130
H -4.30041 4.56411 -0.90965
C -3.37827 3.59274 0.80259
C -6.48520 10.77848 6.56260
C -4.18600 10.71923 5.80995
H -8.10826 10.19715 -2.15576
C -4.90740 5.76428 4.55628
H -4.44252 8.57219 1.69757
C -7.79422 8.72474 1.52504
H -4.65663 9.73688 -0.49453
H -6.66585 9.33970 -2.69361
H -8.41012 13.58532 0.18322
C -4.21535 4.53140 0.17595
H -2.71607 3.21761 4.94094
C -5.62939 13.97567 4.77789
H -8.28032 14.29479 4.44549
H -7.40744 6.96227 3.40544
C -7.80691 10.04656 6.69527
C -7.84510 13.67525 1.11269
C -4.80461 5.46681 2.30827
C -7.78331 14.05827 3.50263
N -5.53245 12.60968 5.34808
N -4.06371 4.70501 4.32672
H -8.65189 8.20299 7.01422
H -4.63212 13.67981 2.28844
H -5.00095 9.31020 7.24285
C -3.96407 4.50167 2.94204
C -6.39294 13.93245 3.49229
H -2.57431 2.85313 2.65812
N -7.79093 8.73949 7.11094
H -4.14459 3.35154 5.98286
C -6.40321 7.36466 3.19344
C -8.51020 13.93465 2.31672
C -5.42850 8.74049 1.25394
C -5.72490 13.70237 2.28731
C -4.96242 5.44684 0.92651
H -8.94142 9.66853 -0.03055
H -6.51890 11.01834 -2.14063
C -3.42342 3.92458 5.37870
H -5.13837 6.09706 5.56189
H -2.84104 2.88614 0.16438
H -6.12793 14.61193 5.51217
O -8.85391 10.60932 6.37964
H -6.96478 8.25172 7.42298
C -6.84052 9.63782 -0.52780

* LUMO energy: -0.1653 hartree
* HOMO level: -9.5 eV
* F_max: 0.035 hartree/bohr
* total charge: +1


4.
Density functional theory data (ωB97M-V with the def2-TZVPD basis set) for a gas-phase ion, C3H9N2 (charge +2) at a distorted geometry.

Geometry (Å):
H 1.82767 1.41661 0.41168
C -1.06109 0.89100 0.54417
H 1.36133 -1.51587 -0.38316
H -0.30948 -3.05664 -0.12852
H -1.50884 -1.81627 0.08457
H -1.77643 0.30571 1.10953
C 0.16874 0.22238 0.12368
C 0.37536 -1.14872 -0.10721
N -0.52755 -2.06800 -0.02074
N 1.22167 1.12091 -0.37387
H -0.84873 1.86467 0.99070
H 1.86080 0.65366 -1.02928
H 0.80896 1.94841 -0.82517
H -1.59242 1.18214 -0.39637

* LUMO energy (spin up / spin down): -0.3230 / -0.4506 hartree
* ⟨S²⟩: 0.764
* HOMO level (spin up / spin down): -19.9 / -23.0 eV
* F_max: 0.022 hartree/bohr
* spin multiplicity: 2
* total charge: +2


5.
Density functional theory data (ωB97M-V with the def2-TZVPD basis set) for a molecular structure, C20H7Cl5N2O4Pd at a distorted geometry.

Geometry (Å):
C -2.79366 -3.12074 0.32521
C 0.40108 3.39615 0.86850
C 2.71808 4.30606 -0.03972
C -2.69725 -1.23510 -1.20036
Cl -1.78797 -0.05213 -2.07576
C 3.77931 -2.34062 -0.21161
O -1.03672 1.47653 1.49087
H 1.68937 6.24433 -0.26816
C -0.92757 2.73590 1.36564
Pd 1.04301 0.51110 0.76726
C 1.63883 5.18615 0.00812
H -0.47715 -1.25161 1.86668
O 4.87888 2.25394 0.17038
H -0.46375 -3.19651 -2.10215
C 2.57972 2.98990 0.35601
H 2.09042 -1.59821 1.87724
O 3.26865 0.70192 0.10348
C -0.47644 -1.99985 -0.25728
C 3.68462 1.85734 0.16269
H -0.49666 5.26297 0.50009
Cl -4.90103 0.04062 -2.00788
C -1.97535 -2.16367 -0.39592
C 2.31451 -2.28820 -0.08020
C 0.14998 -1.56306 0.94184
C 1.65783 -2.94007 -1.07266
Cl -5.10775 -4.52611 0.67408
C -4.69444 -2.25753 -0.58294
C 1.52558 -1.72587 0.94889
N 1.43892 2.59017 0.87909
C 0.41008 4.69341 0.50593
Cl -2.02255 -4.42445 1.15698
H 3.68611 4.59748 -0.45544
C -4.08893 -1.19612 -1.16343
O -1.83013 3.50739 1.47513
Cl -6.42709 -2.50932 -1.07893
H 2.08652 -3.50336 -1.92006
N 4.96669 -2.40919 -0.28528
C -4.13790 -3.26000 0.11867
C 0.33416 -2.78966 -1.36502

* LUMO energy (spin up / spin down): 0.1390 / 0.1389 hartree
* ⟨S²⟩: 2.018
* HOMO level (spin up / spin down): 0.6 / -2.0 eV
* F_max: 0.111 hartree/bohr
* spin multiplicity: 3
* total charge: -2


6.
Density functional theory data (ωB97M-V with the def2-TZVPD basis set) for 3 unconnected molecules or ions with the total composition C40H71BFN3O10 at a distorted geometry.

Geometry (Å):
C 4.32297 -0.32058 -4.02399
H 2.36977 0.38711 1.56547
C 0.75428 -3.19973 -4.90694
C 3.48279 -1.83592 -5.74123
H 1.69308 -4.99343 -3.16922
H 1.47875 -3.56208 -5.63422
H 2.35745 -3.95899 -1.91890
O -1.65983 3.69509 -0.28940
H 4.45567 -1.59796 -6.19203
H 1.10247 4.06126 6.83250
C -5.48012 -6.06174 -1.67624
H -0.50893 -3.64872 -2.66283
H -2.67188 -5.92449 -5.82207
C 0.08332 5.11374 4.45813
H 2.20271 1.48040 3.59123
C 2.22674 -4.04741 -3.00601
H -2.10629 -8.15231 -3.78228
C 1.37110 -2.85927 -3.52515
H -6.86999 -6.05557 -3.31898
H 0.00898 -4.00112 -4.82141
C -4.87297 -6.01890 -4.11710
H 1.51932 4.15085 0.85085
H -2.70216 -6.33399 0.43482
C 0.94880 1.98978 0.51215
C 0.78723 3.29612 2.95715
C -1.16332 4.72288 0.39436
H -0.24531 2.32475 5.54924
H -2.68115 -4.51457 -4.78207
H -0.51285 -1.89289 -2.86965
C -0.44833 5.91140 -0.54373
H 0.38514 -2.64945 -1.53513
C -4.03774 -8.06046 -1.10310
H 4.73494 7.79619 -0.43160
H 1.58078 1.75379 5.82250
H 2.84026 5.68424 8.33898
C 2.16268 4.39217 6.45633
H 3.21273 5.21518 -0.01894
C -3.10838 -7.85913 -4.11914
C -0.81002 3.74838 2.71373
O 2.23797 -1.03064 -2.33969
H -1.30743 6.59176 -0.95747
H -4.71437 5.16763 2.51227
H -6.01529 -7.57191 -3.13949
H 1.59677 -0.21644 -0.04367
H -1.52650 1.47696 2.51251
H 1.90695 6.80947 3.74190
H 3.53354 -4.50726 -4.66531
C 4.84374 6.79936 0.18382
C 1.59113 3.15388 1.50466
C -3.68580 -5.97622 0.11475
C 3.38990 5.93889 2.23753
H 2.74591 -1.16692 -6.19880
C -3.91560 5.24485 1.65917
C 3.13905 4.96745 7.46334
H -0.05361 1.53156 0.90509
N -1.11951 4.94533 1.87226
H 3.80369 0.51148 -4.50980
C -4.04452 -6.51961 -1.30845
C 2.67460 4.25553 4.86911
H 3.27116 -2.85534 -6.05928
H 4.19525 -4.90955 -3.09613
H 5.36355 5.98318 -0.50995
O -1.07766 4.29737 4.08861
C 2.06640 0.74582 0.47990
C 3.35021 6.23116 0.59096
H -3.43484 0.78405 5.09286
H 0.21578 6.57679 0.16736
H -2.77349 2.70908 1.83897
H -3.82951 -8.55576 -3.69512
C -3.39868 -6.37379 -3.77972
H 5.31999 -0.39866 -4.47471
C 1.91859 5.92320 2.94085
H 2.49555 6.99752 0.29428
H -3.01551 -8.45075 -1.05171
H 0.24114 -2.32971 -5.33517
H 0.50630 0.92129 3.01662
H -1.42573 -5.75653 -4.57925
C 4.34602 -2.81690 -3.57413
H -4.53302 -8.33325 -0.16148
H 1.14332 6.25801 2.11468
H 4.27863 4.66759 7.29438
H 5.55835 6.97897 1.09359
B -2.86953 2.50950 4.09968
N 2.13667 -1.57235 -3.63452
H -3.68630 -4.88010 0.16823
O -0.72870 -0.32974 6.61983
H -3.14560 -8.03247 -5.20247
C -2.39707 5.66240 2.22385
H 4.58239 -2.59128 -2.52536
H -5.55868 -4.96860 -1.60173
O -2.40046 6.78749 2.99333
H -4.58057 -8.60841 -1.87137
H 3.02452 1.00932 -0.14188
O -0.16434 6.18881 5.20419
H -4.41961 -6.31254 0.85752
H -4.24469 6.18336 0.99825
H -6.20273 -6.46543 -0.95582
N -3.03422 -6.11912 -2.34565
H -0.89952 0.58603 7.03762
C -1.95466 2.54828 2.69334
H 3.61371 4.99074 4.82267
C 1.04710 1.78543 3.60920
C 0.16338 0.02082 5.46451
O -3.98395 3.48703 4.36613
H 3.14281 3.17005 4.80125
H -3.61613 4.21407 4.98188
O -2.81149 -4.73664 -2.20631
C 1.50989 4.57297 3.76759
H -3.89322 4.33476 0.92056
H 3.97816 6.88064 2.67760
H -5.14563 -6.43910 -5.09458
H 5.31164 -2.91656 -4.08578
H 0.25314 5.45614 -1.36404
O -2.68632 1.47679 5.16063
O 0.61177 -1.01940 4.75322
H 4.48963 -0.05400 -2.97256
H 0.88939 2.39249 -0.58527
C -2.48849 -5.59284 -4.79090
H 4.08163 5.01091 2.50808
C 0.11498 -2.74723 -2.59217
C 3.61140 -4.15234 -3.63316
C 0.59137 1.61210 5.16838
F 3.03096 2.85738 1.62872
H -4.97504 -4.92984 -4.21834
C 3.52682 -1.65677 -4.19773
C -5.88954 -6.48639 -3.08286

* LUMO energy: -0.0287 hartree
* ⟨S²⟩: 2.010
* HOMO level: -8.7 eV
* F_max: 0.177 hartree/bohr
* spin multiplicity: 3
* total charge: 0


7.
Density functional theory data (ωB97M-V with the def2-TZVPD basis set) for 19 unconnected molecules or ions with the total composition C19H76O19 at a distorted geometry.

Geometry (Å):
H -1.95603 0.67487 4.38278
H -2.06516 6.23054 -2.72816
H -1.31870 4.04367 -3.15272
C -2.37752 -2.15384 -3.03874
H 4.14254 -2.71232 -0.64045
H 0.85004 4.38813 -2.09342
H -5.04424 -4.98455 1.63455
C -0.00562 -4.55702 -1.07402
H 1.97470 -1.97123 4.10626
O -5.06228 2.04541 2.56645
H -0.64811 -0.75094 -0.41745
H -1.00546 0.98002 -0.68375
H -2.99442 -2.44640 -2.18908
H 0.18192 -5.49888 -2.75211
H 1.78410 0.74001 1.36498
C -0.28655 0.26793 -0.27856
C 3.54579 -2.32505 -1.46631
H -0.22264 1.10062 -5.56489
H 1.86657 -0.05278 -3.13948
O 4.76963 0.17436 3.11542
C -2.53645 1.80941 -3.11535
O 1.79336 4.21704 -2.04360
H -3.37680 1.52241 2.37743
H 1.10414 1.63324 5.51762
H 2.00220 -0.84418 -4.74044
C 5.66669 -0.42488 2.18876
H -1.01430 4.09645 1.61998
H 1.55875 -2.52226 6.33061
H -5.72938 2.57438 3.01003
O 0.16098 0.05953 -4.27935
H 2.25697 2.54186 0.39380
H -2.88975 0.92554 -3.64643
O -0.04015 0.65854 1.05731
H 0.41430 -2.93689 5.16077
H 1.90401 4.14227 -4.04119
H -1.07915 -2.06159 2.89459
H -0.90898 0.72130 1.46078
H -3.60511 -6.05333 1.90973
H 6.62180 -0.66304 2.65691
H -6.11613 1.12830 0.99799
H 3.28272 -2.38491 1.68120
O -2.30293 2.89212 -4.09465
H -2.95668 -3.78763 1.71655
O 2.73725 0.83925 1.42203
H 1.69962 2.55662 -3.10829
H 0.13030 -1.42176 6.09576
H 0.65557 0.31435 -0.82480
H 5.26712 -1.28437 1.65052
H 5.84985 0.30503 1.40022
C 0.87348 -2.06114 5.61937
C -1.49409 5.59519 -2.05115
H 1.90930 2.11738 4.03202
H -1.02275 2.00306 3.84566
H -3.28320 2.12764 -2.38789
H 4.95620 -2.32095 -2.96588
H 0.45006 3.16536 1.60799
H -1.79614 -1.68206 1.32858
H 2.05010 -4.07934 3.61164
H -4.87914 0.09784 1.77523
H -6.33705 0.55344 2.66262
H -1.04256 -4.71596 -0.77809
H 2.33735 2.90157 5.54088
H -1.79024 2.58178 -4.84459
H 2.11844 0.88743 -4.53948
H -0.85530 6.21367 -1.42065
H 3.81015 2.53895 1.16991
H 3.28390 3.30407 -3.21814
O -2.87320 -3.09578 2.37682
C 2.63241 -3.21482 1.95766
O 0.15777 -4.57767 -2.48305
H 3.93566 0.38659 2.68990
O 1.63276 -1.32129 4.72453
O 3.04817 0.90924 5.37405
O -2.46185 1.23389 2.41229
H 2.52749 0.12612 5.18109
O -3.50736 -4.82266 0.23961
H 0.27165 -3.61618 -0.59858
H 2.81393 -4.13874 1.40856
H 0.11509 4.41407 0.27478
H -4.05411 -4.26801 -0.32166
C -4.25903 -5.58445 1.17445
H -2.55750 -2.87264 -3.83814
C 0.03430 4.13229 1.32462
H -0.67951 -2.94175 -2.64931
C 1.58737 0.00136 -4.19173
H 0.42372 5.93755 1.79926
O 4.39731 -1.71812 -2.47004
C -1.10405 1.23749 -7.38959
H -1.59454 1.54081 -2.63705
H -0.19989 -0.66336 -3.76088
H -0.85499 -3.15532 1.66943
H -4.76664 -6.44819 0.74507
H -0.46603 0.43639 -7.76277
O 2.71676 -3.42424 3.39249
H -2.07242 0.80426 -7.13930
O -1.00118 -2.03897 -2.70526
C 2.06045 1.94503 5.09764
H 2.91265 -1.51955 -1.09429
O 0.68541 5.08617 2.15742
O -0.71578 4.65825 -2.72802
C 2.21406 3.51246 -3.20733
H -2.71712 2.22881 4.15768
C -1.99954 1.53677 3.71694
H -1.25841 1.99100 -8.16191
H 3.62119 1.57005 -0.28840
H 2.82128 -3.02863 -1.87639
C 3.11522 1.90774 0.61607
C -1.62342 -2.48177 2.04882
O -0.54500 1.79022 -6.14981
H 1.61523 -2.88598 1.74478
H 0.55140 -5.30246 -0.50643
H -2.21556 5.05217 -1.44065
C -5.60439 0.89629 1.93202
H -2.72662 -1.18770 -3.40318

* LUMO energy: -0.0059 hartree
* HOMO level: -8.6 eV
* F_max: 0.045 hartree/bohr
* total charge: 0


8.
Density functional theory data (ωB97M-V with the def2-TZVPD basis set) for 3 unconnected molecules or ions with the total composition C2H11N3O2 at a distorted geometry.

Geometry (Å):
H 0.26804 1.15914 -2.00221
H -0.88552 -0.71762 -2.59841
O 0.82138 1.28305 3.22049
C 0.51168 0.39852 -0.27720
H -1.10411 -2.06952 1.19677
C -1.07067 -1.36699 0.36599
H 2.06507 1.66926 -0.62240
H -0.99112 -1.82334 -0.60891
H -1.96730 -0.78134 0.52553
N -0.15966 0.55345 -1.34797
N 0.11890 -0.54044 0.65699
H 2.17836 0.95397 0.91668
N 1.61817 1.13674 0.10336
H -1.04625 -1.50616 -3.89663
O -1.49488 -1.33724 -3.06067
H 0.11789 -0.27040 1.62328
H 0.61328 1.16409 2.29069
H 0.40673 2.09482 3.51461

* LUMO energy: 0.0226 hartree
* HOMO level: -9.4 eV
* F_max: 0.031 hartree/bohr
* total charge: 0
* SMILES string: [H]/N=C(\N)NC.O.O


Number 1: M 1245.27 g mol⁻¹. Number 2: M 229.99 g mol⁻¹. Number 3: M 448.59 g mol⁻¹. Number 4: M 73.12 g mol⁻¹. Number 5: M 622.97 g mol⁻¹. Number 6: M 783.83 g mol⁻¹. Number 7: M 608.80 g mol⁻¹. Number 8: M 109.13 g mol⁻¹.